{"formula": "C4H5NO", "method": "ωB97M-V/def2-TZVPD", "species": ["O", "C", "C", "C", "C", "N", "H", "H", "H", "H", "H"], "xyz": [[1.0404, 0.0534, 1.5586], [1.3134, 0.3912, 0.3476], [0.4376, 0.0559, -0.8003], [-0.9419, 0.3010, -0.3012], [-1.7852, -0.7709, 0.0158], [-2.4618, -1.6854, 0.2948], [0.1194, -0.3281, 1.5285], [2.2125, 1.0071, 0.2798], [0.7475, 0.6633, -1.6606], [0.6055, -0.9997, -1.0693], [-1.3116, 1.3161, -0.2442]], "forces_ev_per_a": [[-1.09, -0.79, 1.18], [0.68, 0.82, -1.20], [0.26, -0.28, 0.08], [-0.19, 0.04, -0.50], [-0.47, -0.54, 0.29], [0.65, 0.82, -0.25], [0.69, 0.12, 0.34], [-0.21, -0.11, -0.12], [-0.20, -0.05, 0.17], [-0.13, 0.11, -0.06], [0.02, -0.13, 0.07]], "fmax_ev_per_a": 1.8, "e_lumo_ha": [-0.055, -0.004], "multiplicity": 1, "energy_ev": -7762.8391, "gap_ev": [5.62, 8.15]}



{"formula": "C4H5NO", "method": "ωB97M-V/def2-TZVPD", "species": ["C", "C", "C", "O", "C", "N", "H", "H", "H", "H", "H"], "xyz": [[-1.2991, -0.3794, -0.1381], [0.1881, -0.1371, -0.4618], [1.1525, -0.3739, 0.6218], [0.6240, -0.6286, -1.5660], [0.4432, 1.4192, -0.1731], [0.7201, 2.5390, -0.0219], [-1.9109, 0.1089, -0.9007], [-1.4757, -1.4590, -0.1859], [-1.5695, 0.0065, 0.8510], [2.2060, -0.3026, 0.3533], [0.9024, -0.7674, 1.6131]], "forces_ev_per_a": [[-0.08, -0.29, -0.23], [-0.38, 1.63, 1.67], [0.51, -0.88, 0.35], [0.29, -0.48, -0.80], [-0.04, 0.80, -0.66], [-0.27, -1.01, 0.02], [0.12, -0.07, 0.14], [0.00, 0.19, 0.05], [0.19, -0.02, -0.21], [-0.30, 0.06, 0.01], [-0.05, 0.09, -0.35]], "fmax_ev_per_a": 2.4, "e_lumo_ha": [-0.094, -0.059], "multiplicity": 1, "energy_ev": -7761.6503, "gap_ev": [6.65, 9.24]}



{"formula": "C4H5NO", "method": "ωB97M-V/def2-TZVPD", "species": ["C", "C", "C", "O", "N", "C", "H", "H", "H", "H", "H"], "xyz": [[0.7646, -0.8932, -1.0399], [0.4263, 0.0393, -0.1015], [-0.9498, 0.4637, -0.2817], [-1.4195, 0.7962, 1.0350], [-0.3271, 0.7870, 1.8858], [0.7525, 0.4558, 1.2512], [1.7204, -1.0204, -1.5144], [0.0494, -1.7021, -1.2003], [-1.1777, -0.3672, -1.0592], [-1.1074, 1.3381, -0.9201], [1.6638, 0.3111, 1.8211]], "forces_ev_per_a": [[0.94, -0.26, 0.44], [0.08, -0.20, -0.37], [-0.01, -0.33, -0.58], [-0.38, -0.61, -0.26], [0.43, -0.16, -0.40], [-0.04, 0.33, -0.11], [0.63, -0.39, 0.63], [-0.21, 0.77, -0.87], [-1.82, 0.42, 1.49], [0.48, 0.22, 0.19], [-0.11, 0.20, -0.16]], "fmax_ev_per_a": 2.4, "smiles": "C=C1C=NOC1", "e_lumo_ha": -0.004, "multiplicity": 1, "energy_ev": -7761.8769, "gap_ev": 8.61}



{"formula": "C4H5NO", "method": "ωB97M-V/def2-TZVPD", "species": ["C", "C", "C", "C", "O", "N", "H", "H", "H", "H", "H"], "xyz": [[-2.0177, -0.2635, 0.0481], [-0.7852, 0.4175, 0.3500], [0.1659, 1.2300, 0.4128], [1.1204, 0.1031, 0.2547], [0.7750, -1.0233, 0.6869], [2.2718, 0.2083, -0.4533], [-2.1965, -0.1667, -1.0222], [-2.7474, 0.3307, 0.6018], [-2.0920, -1.3120, 0.3471], [2.9185, -0.5359, -0.2559], [2.5873, 1.0119, -0.9699]], "forces_ev_per_a": [[-0.22, 0.13, -0.12], [-0.82, 1.56, -0.29], [-0.25, -0.55, -0.12], [0.19, -1.32, 0.02], [1.48, 0.09, 0.18], [0.10, 0.06, 0.23], [-0.25, -0.11, 0.00], [-0.37, -0.18, -0.10], [0.32, 0.31, 0.17], [0.05, -0.12, -0.43], [-0.21, 0.12, 0.44]], "fmax_ev_per_a": 1.8, "e_lumo_ha": 0.031, "multiplicity": 1, "energy_ev": -7762.9780, "gap_ev": 9.85}



{"formula": "C4H5NO", "method": "ωB97M-V/def2-TZVPD", "species": ["C", "C", "C", "O", "C", "N", "H", "H", "H", "H", "H"], "xyz": [[0.1343, 1.0273, 1.1085], [0.5044, -0.0079, 0.0644], [-0.6895, -0.7567, -0.4590], [-1.8474, -0.5699, -0.2127], [-0.3011, -1.6812, -1.5638], [-0.1323, -1.5356, -2.7014], [-0.4896, 1.8156, 0.6780], [1.0386, 1.4832, 1.5183], [-0.4274, 0.5596, 1.9210], [1.1951, -0.7692, 0.4484], [1.0154, 0.4364, -0.8030]], "forces_ev_per_a": [[-0.01, 0.07, 0.11], [0.01, 0.00, 0.13], [-0.43, 0.18, 0.31], [0.57, -0.13, 0.23], [-0.20, 0.95, -1.33], [0.21, -1.02, 0.36], [0.08, -0.14, 0.07], [-0.13, -0.03, -0.02], [0.07, 0.12, -0.05], [-0.02, 0.11, 0.03], [-0.16, -0.13, 0.15]], "fmax_ev_per_a": 1.6, "smiles": "CCC(=O)C#N", "e_lumo_ha": -0.002, "multiplicity": 1, "energy_ev": -7765.3439, "gap_ev": 11.03}



{"formula": "C4H5NO", "method": "ωB97M-V/def2-TZVPD", "species": ["O", "C", "C", "C", "C", "N", "H", "H", "H", "H", "H"], "xyz": [[1.9770, 0.2642, 0.1746], [0.6353, -0.0684, 0.2822], [-0.1576, -1.1995, -0.3202], [-1.4846, -0.8817, -0.4865], [-1.4507, 0.5347, -0.2547], [-0.2735, 1.0281, 0.1321], [2.3683, -0.1644, -0.5950], [0.2949, -2.1892, -0.2462], [0.4209, -0.5328, 1.2677], [-2.2953, 1.2228, -0.3058], [-0.0347, 1.9863, 0.3518]], "forces_ev_per_a": [[0.04, -0.18, -0.27], [-0.37, -0.27, 0.39], [-0.04, -0.26, -0.33], [0.40, 0.12, -0.17], [0.06, 0.23, 0.03], [-0.24, -0.16, 0.09], [-0.16, 0.09, -0.04], [-0.23, 0.06, -0.15], [0.47, 0.68, 0.51], [0.18, -0.10, -0.12], [-0.12, -0.19, 0.05]], "fmax_ev_per_a": 1.0, "smiles": "O[C@@H]1C=C=CN1", "e_lumo_ha": -0.003, "multiplicity": 1, "energy_ev": -7762.6391, "gap_ev": 7.50}



{"formula": "C4H5NO", "method": "ωB97M-V/def2-TZVPD", "species": ["N", "C", "C", "C", "C", "O", "H", "H", "H", "H", "H"], "xyz": [[2.4906, 0.0976, 0.2077], [1.3365, 0.3923, -0.0955], [0.2756, 1.1342, -0.3464], [-1.0614, 0.6560, -0.1747], [-1.2306, -0.6081, 0.1560], [-0.1965, -1.4303, 0.5431], [2.9694, -0.6727, -0.2288], [0.4756, 2.1101, -0.7667], [-1.9178, 1.2641, -0.4066], [-2.1382, -1.1427, -0.0559], [-0.8777, -1.8159, 1.1391]], "forces_ev_per_a": [[-1.36, -0.21, 0.64], [2.30, 0.88, 0.02], [0.23, 0.32, 0.15], [-0.14, 0.02, -0.08], [-0.79, 0.64, -1.33], [-1.69, -0.31, 0.78], [0.11, 0.01, -0.59], [0.04, -0.08, -0.21], [-0.03, 0.06, -0.26], [-0.65, 0.05, 0.36], [1.98, -1.38, 0.52]], "fmax_ev_per_a": 2.5, "smiles": "N=C=C/C=C\\O", "e_lumo_ha": 0.029, "multiplicity": 1, "energy_ev": -7763.5454, "gap_ev": 8.47}



{"formula": "C4H5NO", "method": "ωB97M-V/def2-TZVPD", "species": ["C", "C", "C", "C", "O", "N", "H", "H", "H", "H", "H"], "xyz": [[1.4966, 0.8222, 0.0663], [0.4190, -0.0998, 0.5676], [0.1799, -0.9893, 1.4774], [-1.0139, 0.1851, 0.0285], [-1.3804, 1.3358, -0.0445], [-1.7255, -0.8765, -0.4291], [1.5909, 0.7486, -1.0222], [2.4666, 0.6026, 0.5175], [1.2097, 1.8492, 0.3091], [-2.6664, -0.6857, -0.7436], [-1.4795, -1.8216, -0.1760]], "forces_ev_per_a": [[0.05, 0.03, 0.01], [-0.19, -0.35, 0.41], [0.41, 0.35, -0.40], [-0.30, 0.30, -0.23], [0.13, -0.35, -0.08], [-0.06, 0.10, 0.12], [-0.06, -0.04, 0.19], [-0.23, -0.05, 0.00], [0.02, -0.16, -0.04], [0.09, -0.02, 0.10], [0.14, 0.19, -0.08]], "fmax_ev_per_a": 0.7, "e_lumo_ha": -0.016, "multiplicity": 1, "energy_ev": -7763.3688, "gap_ev": 9.86}



{"formula": "C4H5NO", "method": "ωB97M-V/def2-TZVPD", "species": ["C", "C", "N", "O", "C", "C", "H", "H", "H", "H", "H"], "xyz": [[-1.7681, -0.0282, 0.0881], [-0.2324, -0.2685, 0.0983], [-0.2315, -1.4698, 0.4567], [2.1435, -1.2035, 0.2550], [2.0473, -0.0124, -0.0931], [0.7947, 0.6224, -0.2161], [-2.3796, -0.8889, 0.3835], [-1.9398, 0.7805, 0.7975], [-2.0126, 0.2363, -0.9402], [2.9527, 0.5859, -0.3196], [0.6260, 1.6464, -0.5101]], "forces_ev_per_a": [[-0.17, 0.16, -0.04], [-0.10, -0.50, 0.15], [1.33, 0.40, -0.19], [-0.72, 0.24, -0.03], [-0.28, -0.22, 0.08], [-0.08, 0.08, -0.02], [0.35, 0.12, -0.05], [-0.07, 0.01, -0.15], [-0.06, 0.10, 0.13], [-0.21, -0.31, 0.11], [0.01, -0.09, 0.02]], "fmax_ev_per_a": 1.4, "e_lumo_ha": [-0.053, -0.053], "multiplicity": 1, "energy_ev": -7762.7745, "gap_ev": [7.31, 7.31]}



{"formula": "C4H5NO", "method": "ωB97M-V/def2-TZVPD", "species": ["O", "C", "C", "C", "C", "N", "H", "H", "H", "H", "H"], "xyz": [[-1.9192, 1.2026, 0.5972], [-1.7469, 0.2220, -0.0857], [-0.4075, -0.4635, -0.2398], [0.7478, 0.4915, 0.0699], [2.0244, -0.2171, 0.1792], [3.0237, -0.7932, 0.2630], [-2.5922, -0.2428, -0.6305], [-0.3186, -0.8980, -1.2422], [-0.4003, -1.3092, 0.4627], [0.5462, 1.0257, 1.0029], [0.8360, 1.2495, -0.7155]], "forces_ev_per_a": [[0.09, -0.38, -0.35], [-0.03, 0.26, 0.21], [0.01, -0.02, -0.01], [0.01, 0.07, 0.01], [0.88, -0.48, 0.08], [-0.96, 0.54, -0.09], [0.03, 0.01, 0.09], [-0.03, 0.09, 0.15], [-0.03, 0.09, -0.11], [0.06, -0.10, -0.10], [-0.01, -0.09, 0.11]], "fmax_ev_per_a": 1.1, "smiles": "N#CCCC=O", "e_lumo_ha": 0.022, "multiplicity": 1, "energy_ev": -7765.9122, "gap_ev": 11.14}



Values of energy relative to the best compared isomer or geometry (same formula, charge and spin), in order: 85.0 112.4 107.2 81.8 27.3 89.6 68.7 72.8 86.5 14.2, all in kcal per mole.